Record 1
A structure of composition C4H8N3O2, computed with the ωB97M-V functional and the def2-TZVPD basis.

Computed properties:
total charge = +1
Kohn-Sham gap (spin up / spin down) = 0.256 / 0.244 hartree
<S²> = 2.01
LUMO energy (spin up / spin down) = -3.87 / -7.00 eV
spin multiplicity = 3
highest occupied orbital energy (spin up / spin down) = -10.84 / -13.63 eV

Geometry (Å):
C1 -1.75731 0.59340 -0.83784
C2 2.14415 0.17462 0.40395
C3 0.81312 0.94145 0.50547
C4 0.58723 -0.91746 -0.78365
N1 1.80421 -1.05685 -0.32825
N2 0.10211 0.31419 -0.57165
N3 -2.53860 0.11634 -0.02449
O1 -2.02495 -0.76990 0.95177
O2 -3.77374 0.24733 -0.10282
H1 -1.80800 1.36923 -1.54081
H2 2.84703 0.73879 -0.13714
H3 2.63922 -0.23384 1.43685
H4 0.30144 0.93972 1.46705
H5 0.89299 1.97811 0.23163
H6 0.13060 -1.61088 -1.40443
H7 -2.88750 -1.04305 1.30630
H8 2.52798 -1.78120 -0.57194

Record 2
The ion C4H8N3O2 with charge +1, computed with the ωB97M-V functional and the def2-TZVPD basis.

Computed properties:
total charge = +1
Kohn-Sham gap (spin up / spin down) = 0.322 / 0.250 hartree
<S²> = 2.04
LUMO energy (spin up / spin down) = -3.87 / -8.42 eV
spin multiplicity = 3
highest occupied orbital energy (spin up / spin down) = -12.64 / -15.23 eV

Geometry (Å):
C1 1.24400 -1.20406 0.56567
C2 -0.07324 0.20325 -0.45621
C3 1.83361 -1.03557 1.98662
C4 -1.89782 1.69882 -1.47126
N1 1.13275 0.03549 -0.05172
N2 -0.84828 -0.91747 -0.21121
N3 -0.57977 1.64280 -0.90332
O1 -0.07943 -1.75302 0.54563
O2 -1.87200 -1.29693 -0.65918
H1 1.66895 -2.04657 0.02746
H2 2.42002 -0.11879 1.99133
H3 1.05378 -0.89482 2.60545
H4 2.41207 -1.82059 2.39516
H5 -1.69676 1.45057 -2.57036
H6 -2.14979 2.70328 -1.47087
H7 -2.70792 0.96285 -1.14468
H8 0.13983 2.39077 -1.17850

Record 3
A structure of composition C4H8N3O2S2, computed with the ωB97M-V functional and the def2-TZVPD basis.

Computed properties:
total charge = +1
Kohn-Sham gap = 0.372 hartree
LUMO energy = -3.45 eV
highest occupied orbital energy = -13.58 eV

Geometry (Å):
C1 -2.86559 0.50472 1.12915
C2 1.70621 0.10072 0.35845
C3 -4.85359 0.66538 -0.44223
C4 4.44723 -0.26151 0.43176
N1 0.46551 0.61473 0.32511
N2 -3.86038 0.46666 0.47228
N3 1.51458 -1.18909 0.64163
O1 -1.91151 0.37124 1.80789
O2 -1.05629 -1.62470 0.01871
S1 3.09186 1.02130 0.14380
S2 -0.32808 -0.87828 0.96091
H1 -4.35843 1.24738 -1.37258
H2 -5.41680 -0.27024 -0.74807
H3 -5.68971 1.36396 0.01202
H4 4.22175 -1.24854 0.07836
H5 4.57371 -0.17873 1.50495
H6 5.32936 0.12239 -0.01386
H7 0.34974 1.49375 -0.10418
H8 2.00144 -1.74002 1.31276

Calculated max |F| (eV Å⁻¹), listed in the same order as above: 8.7 5.3 5.2
Calculated ΔE to the lowest compared entry with this formula, charge and spin (kcal/mol), listed in the same order as above: 115.8 82.6 0.0